This record from the OMol25 dataset describes the ion O4PS with charge -1 at a distorted geometry. The level of theory is ωB97M-V/def2-TZVPD.

Kohn-Sham gap, eV: 8.0
Spin multiplicity: 1
Energy above the lowest of the compared OMol25 structures with the same formula, charge and spin, kJ/mol: 44.4
Structure (SMILES): O=[S@]12=[P@]([O-])(O1)O2
Net charge: -1
Calculated total energy, eV: -28316.6341
Strongest force on any atom, eV Å⁻¹: 3.3

Each line ends with the Löwdin charge.
CARTESIAN COORDINATES (ANGSTROEM)
O  0.613  0.055  1.999  -0.471
S  -0.002  -0.786  1.003  0.712
P  -0.367  0.077  -1.362  0.487
O  0.167  1.412  -1.435  -0.488
O  -1.285  0.111  0.079  -0.619
O  0.873  -0.870  -0.284  -0.621